{"formula": "C8H38O15", "method": "the ωB97M-V functional and the def2-TZVPD basis", "symbols": ["O", "C", "C", "O", "H", "H", "H", "H", "H", "H", "O", "C", "C", "O", "H", "H", "H", "H", "H", "H", "O", "C", "C", "O", "H", "H", "H", "H", "H", "H", "O", "C", "C", "O", "H", "H", "H", "H", "H", "H", "O", "H", "H", "O", "H", "H", "O", "H", "H", "O", "H", "H", "O", "H", "H", "O", "H", "H", "O", "H", "H"], "xyz": [[-15.2726, -1.0386, 12.4753], [-16.1889, -0.0166, 12.0945], [-16.3719, 0.9521, 13.2328], [-16.8074, 0.1355, 14.3450], [-15.5698, -1.3051, 13.3484], [-15.9444, 0.4725, 11.1516], [-17.1368, -0.5465, 12.0002], [-17.0052, 1.7955, 12.9578], [-15.5010, 1.5509, 13.4993], [-16.9028, 0.7228, 15.0983], [-10.3728, 2.3477, 5.6199], [-10.3130, 3.3128, 6.6265], [-11.0186, 2.8352, 7.8949], [-12.4044, 3.2905, 7.9618], [-9.6707, 2.6461, 5.0372], [-9.2682, 3.5755, 6.7921], [-10.7782, 4.2044, 6.2061], [-10.3984, 3.2471, 8.6910], [-11.0431, 1.7594, 8.0685], [-12.4510, 4.2330, 8.1383], [-16.3328, -1.5173, 7.7342], [-17.2281, -0.4670, 8.0896], [-18.5924, -0.6771, 7.4153], [-18.5446, -0.6065, 5.9820], [-16.3049, -1.5723, 6.7762], [-17.5199, -0.4743, 9.1398], [-16.8510, 0.5251, 7.8414], [-19.3296, 0.0396, 7.7771], [-18.8682, -1.6905, 7.7070], [-18.2331, -1.4494, 5.6440], [-11.3453, -0.9540, 8.6135], [-11.0557, -0.7573, 9.9650], [-12.2177, -1.1396, 10.9399], [-13.1836, -0.1590, 10.8148], [-12.1676, -0.5095, 8.3951], [-10.2390, -1.4726, 10.0628], [-10.7674, 0.2769, 10.1529], [-11.7535, -1.0881, 11.9248], [-12.5744, -2.1402, 10.6957], [-13.9592, -0.4242, 11.3145], [-17.2164, 3.3191, 7.1446], [-16.9641, 4.0341, 7.7288], [-16.4075, 3.0834, 6.6904], [-16.0392, 3.6393, 11.2059], [-16.5767, 4.3719, 10.9048], [-15.8790, 3.1195, 10.4182], [-14.6992, 2.4736, 6.0692], [-13.9232, 3.0310, 6.0103], [-14.4169, 1.7239, 6.5931], [-13.5550, 0.2793, 7.6282], [-14.1348, -0.4719, 7.5027], [-13.0605, 0.3401, 6.8109], [-15.0092, 2.2116, 9.0590], [-14.2683, 1.6258, 8.9036], [-14.9654, 2.8484, 8.3457], [-15.8670, 5.4258, 8.5755], [-16.0759, 6.0638, 7.8932], [-16.3821, 5.7061, 9.3321], [-12.1489, 2.4729, 10.9145], [-12.2103, 1.5178, 10.8976], [-12.5790, 2.7552, 10.1073]], "e_above_lowest_kcal_mol": 25.1, "homo_energy_ev": -9.710, "smiles": "OCCO.OCCO.OCCO.OCCO.O.O.O.O.O.O.O", "mol_weight_g_mol": 374.38, "lumo_energy_ev": 0.10, "e_tot_ev": -39623.031}

---

{"formula": "C20H41N2P3SSn", "method": "the ωB97M-V functional and the def2-TZVPD basis", "symbols": ["Sn", "P", "P", "P", "H", "C", "C", "H", "C", "C", "C", "C", "C", "C", "C", "C", "C", "H", "H", "H", "H", "H", "H", "H", "H", "H", "H", "H", "H", "H", "H", "H", "H", "H", "H", "H", "H", "H", "H", "H", "H", "H", "H", "H", "H", "H", "C", "C", "C", "C", "C", "C", "S", "H", "H", "H", "H", "H", "H", "N", "C", "C", "N", "C", "H", "H", "H", "H"], "xyz": [[0.0670, -0.0667, -0.0520], [2.0694, 1.2346, 0.9657], [-1.5384, 0.3481, 2.1198], [-1.1675, 1.9760, -1.4935], [0.7102, -5.5274, -8.0248], [0.9093, -4.5175, -8.4044], [2.1586, -4.0300, -8.4754], [3.0236, -4.6224, -8.1502], [3.3872, 0.1600, 1.6223], [1.7137, 2.4005, 2.3236], [2.9621, 2.2494, -0.2587], [-3.0987, -0.5355, 1.8058], [-0.9573, -0.3121, 3.7047], [-2.0376, 2.0651, 2.4586], [-0.6869, 2.0826, -3.2429], [-1.0414, 3.6712, -0.8506], [-2.9545, 1.6042, -1.5506], [0.0485, -3.9445, -8.7702], [2.3655, -3.0433, -8.9087], [3.5352, -0.6996, 0.9567], [3.1280, -0.1997, 2.6267], [4.3192, 0.7432, 1.6771], [1.2002, 1.8970, 3.1549], [1.0892, 3.2318, 1.9671], [2.6648, 2.8131, 2.6955], [3.4588, 1.6042, -0.9944], [3.7234, 2.8478, 0.2660], [2.2768, 2.9262, -0.7855], [-3.7861, -0.3757, 2.6493], [-2.8952, -1.6104, 1.7039], [-3.5673, -0.1802, 0.8778], [-1.6303, 0.0340, 4.5015], [0.0634, 0.0351, 3.9174], [-0.9624, -1.4103, 3.6816], [-2.6220, 2.0888, 3.3907], [-2.6563, 2.4638, 1.6417], [-1.1537, 2.7071, 2.5800], [-1.2623, 2.8885, -3.7218], [-0.8936, 1.1276, -3.7447], [0.3902, 2.2866, -3.3174], [-1.8174, 4.3044, -1.3060], [-0.0548, 4.0860, -1.1032], [-1.1617, 3.6931, 0.2432], [-3.4229, 2.1909, -2.3574], [-3.4375, 1.8497, -0.5915], [-3.0971, 0.5328, -1.7554], [0.7905, -1.5120, -3.3969], [-0.6014, -1.7654, -3.4235], [-1.1105, -2.7303, -4.2806], [-0.2759, -3.4145, -5.1697], [1.0958, -3.1327, -5.1766], [1.6330, -2.1975, -4.3096], [1.5341, -0.3900, -2.3340], [-1.3486, -1.0206, -0.6313], [-1.2494, -1.2077, -2.7478], [-2.1779, -2.9518, -4.2614], [-0.6807, -4.1502, -5.8561], [1.7395, -3.6393, -5.8932], [2.6942, -1.9494, -4.3046], [1.5859, -3.7850, 2.0316], [1.3376, -4.3709, 0.7867], [0.8624, -3.3646, 0.0019], [0.8331, -2.1850, 0.7402], [1.2709, -2.4750, 1.9595], [1.9421, -4.2374, 2.8720], [1.5166, -5.4099, 0.5836], [0.5198, -3.3770, -1.0238], [1.3663, -1.8059, 2.8136]], "e_above_lowest_kcal_mol": 0.0, "homo_energy_ev": [-19.402, -19.389], "mol_weight_g_mol": 553.26, "lumo_energy_ev": [-13.55, -15.36], "charge": 4, "e_tot_ev": -68877.393}

---

{"formula": "C4H9NS", "method": "the ωB97M-V functional and the def2-TZVPD basis", "symbols": ["C", "C", "C", "C", "N", "S", "H", "H", "H", "H", "H", "H", "H", "H", "H"], "xyz": [[0.1829, -0.8710, -1.2687], [-0.2042, 0.0369, -0.1151], [-0.5955, 1.4207, -0.5950], [0.8136, 0.0457, 1.0255], [-0.2528, -0.6989, 2.1725], [-1.5183, -0.7356, 0.9390], [0.4273, -1.8673, -0.9136], [1.0477, -0.4682, -1.7913], [-0.6411, -0.9513, -1.9709], [0.2436, 1.8894, -1.1075], [-0.8904, 2.0465, 0.2428], [-1.4324, 1.3532, -1.2856], [1.6921, -0.5711, 0.8952], [1.0356, 1.0172, 1.4486], [0.0920, -1.6462, 2.3241]], "e_above_lowest_kcal_mol": 40.0, "homo_energy_ev": -8.021, "smiles": "CC1(C)CNS1", "mol_weight_g_mol": 103.19, "lumo_energy_ev": 0.70, "e_tot_ev": -16617.719}

---

{"formula": "C8H16Br8NO3", "method": "the ωB97M-V functional and the def2-TZVPD basis", "symbols": ["N", "O", "O", "O", "Br", "C", "C", "Br", "H", "H", "H", "H", "Br", "C", "C", "Br", "H", "H", "H", "H", "Br", "C", "C", "Br", "H", "H", "H", "H", "Br", "C", "C", "Br", "H", "H", "H", "H"], "xyz": [[-0.3648, -0.9913, -1.3570], [-0.1611, -2.1911, -1.5300], [-0.4208, -0.5427, -0.2211], [-0.2723, -0.3675, -2.3852], [-3.6496, -0.8916, 1.2268], [-2.7765, 0.2430, -0.1469], [-3.0458, 1.7374, 0.2392], [-2.7198, 2.7340, -1.4438], [-3.1961, 0.0099, -1.1255], [-1.6991, 0.0872, -0.2021], [-2.4355, 2.1038, 1.0647], [-4.0914, 1.9048, 0.4979], [1.7214, 1.5337, -3.1066], [0.6770, 1.5811, -1.4112], [0.5347, 2.9369, -0.8478], [-0.6193, 2.7141, 0.7235], [0.9603, 0.8454, -0.6584], [-0.3334, 1.2826, -1.6905], [0.0058, 3.5752, -1.5556], [1.4167, 3.4630, -0.4827], [5.0182, -1.5321, -0.7292], [3.6630, -0.3318, -0.2127], [2.2745, -0.9355, -0.4699], [1.8328, -1.1054, -2.4173], [3.7866, 0.6376, -0.6957], [3.9465, -0.2479, 0.8364], [1.4654, -0.3254, -0.0682], [2.2306, -1.9356, -0.0386], [0.0097, -0.1655, 3.6145], [-1.0670, -1.7241, 2.7033], [-0.1716, -2.3234, 1.6070], [1.2628, -3.3161, 2.4753], [-2.0575, -1.3266, 2.4819], [-1.2944, -2.5466, 3.3815], [0.2821, -1.5633, 0.9709], [-0.7118, -3.0264, 0.9730]], "e_above_lowest_kcal_mol": 176.2, "homo_energy_ev": -4.649, "mol_weight_g_mol": 813.45, "lumo_energy_ev": 2.49, "charge": -1, "e_tot_ev": -576519.291}

---

{"formula": "C26H45F3I2N6O2P2", "method": "the ωB97M-V functional and the def2-TZVPD basis", "symbols": ["C", "C", "O", "C", "C", "C", "F", "F", "F", "C", "C", "I", "C", "C", "I", "C", "C", "C", "C", "C", "N", "C", "N", "C", "C", "P", "C", "C", "N", "C", "H", "H", "H", "H", "H", "H", "H", "H", "H", "H", "H", "H", "H", "H", "H", "H", "H", "H", "H", "H", "H", "H", "H", "H", "H", "H", "H", "C", "N", "C", "P", "O", "N", "C", "C", "N", "C", "C", "H", "H", "H", "H", "H", "H", "H", "H", "H", "H", "H", "H", "H", "H", "H", "H", "H", "H"], "xyz": [[-3.3076, -6.6140, -2.9946], [-2.7674, -5.3199, -2.3131], [-1.7311, -4.7462, -3.1472], [-1.6443, -3.4068, -2.8342], [-0.6998, -2.9402, -1.9533], [0.3393, -3.8450, -1.2936], [1.5907, -3.3805, -1.5527], [0.1272, -3.8913, 0.0506], [0.3358, -5.1247, -1.7064], [-0.6352, -1.5121, -1.5934], [0.3852, -0.9791, -0.5808], [1.9655, 0.1798, -1.5653], [-0.3097, -0.1905, 0.6252], [0.3517, 1.1519, 1.0069], [-0.1954, -1.4205, 2.4316], [-1.5399, -0.6503, -2.2158], [-1.5497, 0.8740, -1.9712], [-2.7978, 1.3519, -1.1634], [-2.9403, 2.9192, -1.2861], [-4.4400, 3.2748, -1.4612], [-5.2686, 2.6723, -0.3777], [-2.5288, -1.1502, -3.1530], [-3.3854, -0.2344, -3.7134], [-4.2755, -0.7658, -4.5199], [-4.3373, -2.1834, -4.7948], [-5.6845, -2.7986, -5.9226], [-6.1980, -1.4089, -7.0692], [-4.7894, -4.0566, -6.9900], [-3.5126, -3.0972, -4.3155], [-2.6003, -2.5202, -3.4740], [-3.3704, -7.4115, -2.2366], [-4.3201, -6.4301, -3.3926], [-2.6034, -6.8814, -3.7975], [-3.6293, -4.6394, -2.1894], [-2.3101, -5.5206, -1.3236], [0.9429, -1.7825, -0.0845], [-1.3715, -0.1095, 0.3747], [-0.1590, 1.5193, 1.9214], [1.4045, 1.0169, 1.3100], [0.2379, 1.9489, 0.2551], [-0.6566, 1.2201, -1.4409], [-1.6529, 1.3242, -2.9761], [-2.7418, 1.1385, -0.0842], [-3.7316, 0.9147, -1.5506], [-2.5587, 3.3830, -0.3561], [-2.3754, 3.3121, -2.1513], [-4.7883, 2.8642, -2.4311], [-4.5936, 4.3686, -1.4081], [-6.1228, 3.2058, -0.2443], [-5.5851, 1.7703, -0.7310], [-5.0135, -0.1011, -4.9845], [-7.0757, -0.9219, -6.6164], [-6.4704, -1.8672, -8.0331], [-5.3671, -0.6943, -7.2021], [-3.7132, -3.7930, -6.9708], [-5.1946, -3.9960, -8.0146], [-4.8792, -5.0709, -6.5741], [3.9907, 0.3734, 4.7330], [4.8051, 1.3416, 4.0148], [4.6957, 1.0916, 2.5826], [4.7179, 3.0312, 4.3819], [3.2517, 3.2104, 4.0168], [4.5597, 3.3891, 6.0472], [4.8216, 2.4704, 7.1299], [3.5111, 4.3286, 6.4262], [6.4824, 3.0627, 4.6521], [7.0834, 4.2744, 4.0699], [7.3838, 1.9361, 4.4460], [4.1653, -0.6313, 4.3398], [2.9169, 0.5865, 4.6664], [4.2756, 0.3176, 5.7825], [5.3497, 1.7741, 2.0263], [3.6714, 1.2363, 2.2201], [5.0178, 0.0765, 2.3379], [3.9474, 1.8448, 7.3501], [5.0731, 3.0188, 8.0438], [5.6756, 1.8221, 6.9299], [2.5314, 3.8376, 6.4904], [3.4378, 5.1393, 5.7042], [3.7327, 4.7839, 7.3948], [7.1189, 4.2195, 2.9772], [8.0945, 4.4359, 4.4471], [6.4945, 5.1557, 4.3449], [7.4713, 1.6467, 3.3932], [7.0813, 1.0693, 5.0278], [8.3838, 2.2028, 4.8031]], "homo_energy_ev": -8.140, "smiles": "CCOc1c(C(F)(F)F)c([C@@H](I)[C@H](C)I)c(CCCCN)c2ncc(P(C)C)nc12.CN(C)P(=O)(N(C)C)N(C)C", "mol_weight_g_mol": 846.44, "lumo_energy_ev": -0.75, "e_tot_ev": -83656.225}

---

{"formula": "C6H12O", "method": "the ωB97M-V functional and the def2-TZVPD basis", "symbols": ["C", "C", "O", "C", "C", "C", "C", "H", "H", "H", "H", "H", "H", "H", "H", "H", "H", "H", "H"], "xyz": [[2.8065, 0.1738, 0.5392], [1.6526, 0.5229, -0.3936], [0.4127, 0.6055, 0.2812], [-0.3384, -0.5711, 0.3955], [-1.5249, -0.3894, 1.2817], [-1.7296, -0.6396, -0.1875], [-2.1123, 0.3966, -1.1974], [2.6550, -0.8040, 1.0075], [2.9061, 0.9214, 1.3328], [3.7501, 0.1424, -0.0177], [1.5867, -0.1999, -1.2172], [1.8151, 1.5141, -0.8324], [0.1725, -1.5016, 0.1903], [-1.6404, 0.6480, 1.5835], [-1.8297, -1.1178, 2.0266], [-2.0426, -1.6628, -0.3997], [-2.0110, -0.0354, -2.1987], [-3.1279, 0.7747, -1.0785], [-1.4005, 1.2221, -1.1156]], "e_above_lowest_kcal_mol": 41.5, "homo_energy_ev": -8.846, "smiles": "CCO[C@H]1C[C@H]1C", "mol_weight_g_mol": 100.16, "lumo_energy_ev": 1.15, "e_tot_ev": -8462.552}